# 1
# C20H26BrN3O2SeTi

C20H26BrN3O2SeTi as an isolated structure at a distorted geometry (ωB97M-V/def2-TZVPD, OMol25).

The expectation value of S² is 2.067. For the HOMO energy (alpha / beta), the calculation gives 0.34 / -0.82 eV. The spin multiplicity is 3. The calculation puts the gap between HOMO and LUMO (alpha / beta) at 4.00 / 5.16 eV. The total charge is -2. As for the molar mass: 547.18 g mol⁻¹. The total energy comes out at -188228.0647 eV.

Positions of all 54 atoms, in Å:
Ti: -1.8692 0.4536 0.6888
C: -5.9466 -4.2066 -0.7899
C: -4.9478 -3.1877 -0.3041
C: -4.7413 -2.9280 1.0478
C: -3.8349 -1.9589 1.4321
C: -3.0911 -1.2480 0.4773
Br: -1.8073 0.6992 3.1723
N: -3.2825 -1.5327 -0.8333
C: -4.1871 -2.4405 -1.1915
H: -6.4232 -4.7117 0.0537
H: -5.4742 -4.9720 -1.4133
H: -6.7353 -3.7409 -1.3886
H: -5.3070 -3.4823 1.7954
H: -3.7039 -1.7237 2.4796
H: -4.3176 -2.5933 -2.2649
C: -1.5527 4.6557 -0.0828
C: -1.9475 3.2158 0.0377
N: -1.0415 2.2463 0.0552
O: 0.2440 2.7142 -0.2346
C: -3.2986 2.8318 0.1324
C: -4.4433 3.7777 -0.0369
N: -3.5188 1.5058 0.3024
O: -4.7355 1.0834 0.2968
H: -0.5739 4.8053 0.3668
H: -2.2856 5.2936 0.4110
H: -1.4840 4.9607 -1.1336
H: 0.7971 1.9128 -0.0707
H: -4.4152 4.2812 -1.0104
H: -4.4660 4.5515 0.7399
H: -5.3555 3.1884 0.0281
C: 7.9266 -0.3514 -0.5718
C: 6.4332 -0.4128 -0.3605
C: 5.5463 -0.1244 -1.3924
C: 4.1630 -0.1656 -1.1965
C: 3.2400 0.1866 -2.3426
C: 3.6460 -0.4954 0.0576
Se: 1.4091 -0.1691 0.4843
C: 4.5249 -0.8048 1.1009
C: 4.0327 -1.2029 2.4775
C: 5.9055 -0.7522 0.8786
H: 8.1635 -0.0107 -1.5818
H: 8.3930 -1.3311 -0.4305
H: 8.3968 0.3380 0.1350
H: 5.9405 0.1401 -2.3728
H: 3.7431 0.0710 -3.3071
H: 2.8985 1.2217 -2.2511
H: 2.3467 -0.4356 -2.3161
H: 2.9533 -1.0766 2.5434
H: 4.5060 -0.5898 3.2526
H: 4.2758 -2.2501 2.6884
H: 6.5864 -0.9820 1.7003
C: -0.3865 -1.0162 0.1514
H: -0.4590 -1.3353 -0.8878
H: -0.4394 -1.9022 0.7782


# 2
# C12H11N5S2

One molecule with the formula C12H11N5S2 at a distorted geometry (ωB97M-V/def2-TZVPD, OMol25).

For the energy above the lowest of the compared OMol25 structures with the same formula, charge and spin, the calculation gives 18.9 kcal/mol. For the HOMO energy, the calculation gives -7.83 eV. The spin multiplicity is 1. The SMILES is c1ccc(Nc2nc(CSc3nc[nH]n3)cs2)cc1. The calculation puts the gap between HOMO and LUMO at 8.60 eV. As for the molar mass: 289.39 g mol⁻¹. The total energy comes out at -41742.7695 eV.

Positions of all 30 atoms, in Å:
N: 2.0370 0.9566 -6.1324
N: 2.4326 -0.9027 -4.8924
N: 0.0656 -0.5333 -0.0661
S: -1.1445 1.6820 0.6250
S: 0.7576 1.0431 -3.7217
C: 1.7856 0.3362 -5.0240
C: 3.0009 -1.0312 -6.0485
C: -0.4662 0.0929 0.9559
C: -0.6010 1.5135 -1.0074
C: 0.0582 0.2799 -1.1630
C: -2.3016 0.2078 5.8210
C: -1.5367 1.1979 5.1686
C: -2.4422 -1.0075 5.1789
C: -0.8901 0.9011 3.9846
C: -1.8569 -1.2406 3.9289
C: -1.0189 -0.3064 3.3064
N: 2.8264 0.0758 -6.8191
N: -0.3982 -0.6541 2.0891
C: 0.8574 -0.1945 -2.3765
H: 3.5854 -1.8878 -6.3426
H: -0.6561 2.2699 -1.8039
H: -2.7859 0.3513 6.7558
H: -1.3816 2.1111 5.6813
H: -2.9815 -1.8197 5.6221
H: -0.2270 1.6499 3.5722
H: -1.9515 -2.1744 3.4274
H: 3.1513 0.1666 -7.7701
H: -0.2804 -1.6614 1.8907
H: 1.9152 -0.2713 -2.1237
H: 0.4471 -1.1507 -2.7167


# 3
# C3H20F9NaO19S3

C3H20F9NaO19S3 as an isolated structure at a distorted geometry (ωB97M-V/def2-TZVPD, OMol25).

For the HOMO energy, the calculation gives -3.81 eV. The spin multiplicity is 1. The calculation puts the gap between HOMO and LUMO at 4.68 eV. The total charge is -2. As for the molar mass: 650.35 g mol⁻¹. The total energy comes out at -103720.0733 eV.

Positions of all 55 atoms, in Å:
Na: -0.9950 -5.2509 -1.0739
C: 1.0489 -0.1592 -4.5183
F: 1.0724 1.1492 -4.4431
F: 2.3504 -0.5114 -4.5945
F: 0.4190 -0.7883 -3.4503
S: 0.3509 -0.6805 -6.1213
O: 0.9029 -2.0091 -6.3866
O: -1.0674 -0.6979 -5.8537
O: 0.7495 0.2829 -7.1959
C: -0.4925 4.7611 3.2883
F: -1.3518 5.7595 3.0910
F: 0.3876 4.9638 4.3164
F: -1.1309 3.6436 3.6576
S: 0.6021 4.3850 1.7187
O: -0.0801 3.3124 0.9922
O: 0.5507 5.6638 0.9495
O: 1.9338 3.9703 2.1401
C: -0.8409 -0.5317 0.0066
F: -0.3777 0.7032 0.3131
F: -2.1680 -0.5703 -0.1817
F: -0.2711 -1.0036 -1.0409
S: -0.2824 -1.7908 1.3717
O: -0.8219 -3.1263 0.9633
O: 1.1896 -1.8765 1.2928
O: -0.8548 -1.2071 2.5965
O: 1.0261 1.2971 2.6473
H: 0.5852 1.7114 1.9055
H: 0.3428 0.7803 3.0744
O: 2.3628 1.8176 0.0441
H: 2.0410 2.6878 0.2795
H: 1.7722 1.5227 -0.6492
O: 0.7889 3.4164 -1.7737
H: 0.2220 4.0082 -2.2682
H: 0.3245 3.2724 -0.9491
O: 1.2476 -4.6691 -0.5957
H: 1.7681 -5.4677 -0.5096
H: 1.3314 -4.2352 0.2534
O: -1.5860 0.1571 4.6908
H: -1.2880 -0.4140 3.9828
H: -2.3892 -0.2548 5.0095
O: -2.5618 -0.0734 -3.2179
H: -1.9395 -0.3020 -2.5275
H: -2.4352 0.8656 -3.3538
O: -2.6431 -4.1768 3.0353
H: -1.9493 -4.1073 2.3795
H: -3.0130 -3.2955 3.0877
O: 3.4974 -0.5687 1.3187
H: 3.9000 -1.1959 0.7181
H: 2.6760 -0.9830 1.5832
O: 3.0308 -2.7080 -1.3037
H: 3.4952 -3.3757 -1.8086
H: 2.2579 -3.1587 -0.9635
O: -4.5881 -0.0140 1.6066
H: -3.9348 -0.7135 1.5970
H: -5.1651 -0.2144 0.8696


# 4
# C34H60CdN2O2Si

C34H60CdN2O2Si as an isolated structure at a distorted geometry (ωB97M-V/def2-TZVPD, OMol25).

For the HOMO energy, the calculation gives -6.22 eV. The spin multiplicity is 1. The calculation puts the gap between HOMO and LUMO at 6.15 eV. As for the molar mass: 669.36 g mol⁻¹. The total energy comes out at -55746.2081 eV.

Positions of all 100 atoms, in Å:
O: -0.2998 3.1050 -0.7580
O: 1.3037 2.7878 -2.6648
C: -1.6720 3.3986 -1.3585
C: -2.6350 3.7312 -0.2513
H: -1.9221 2.4787 -1.8937
H: -1.5201 4.2232 -2.0620
H: -2.7576 2.8980 0.4552
H: -3.6171 3.9319 -0.6912
H: -2.3251 4.6283 0.2949
C: 0.3590 4.2846 -0.0661
C: 0.4478 5.4735 -0.9806
H: 1.3379 3.8906 0.2223
H: -0.2507 4.4704 0.8209
H: 0.9044 5.2177 -1.9463
H: 1.0814 6.2202 -0.4971
H: -0.5293 5.9371 -1.1526
C: 2.7075 2.5041 -2.3920
C: 0.8722 2.5797 -4.0311
C: 3.5256 3.7662 -2.3639
H: 3.0555 1.8233 -3.1795
H: 2.7383 1.9725 -1.4319
H: 3.5239 4.2457 -3.3455
H: 4.5558 3.5047 -2.1170
H: 3.1692 4.4797 -1.6154
C: 1.3108 3.7033 -4.9415
H: -0.2180 2.4911 -3.9973
H: 1.2826 1.6214 -4.3729
H: 1.1135 4.6938 -4.5171
H: 0.7549 3.6263 -5.8773
H: 2.3749 3.6225 -5.1779
H: 0.3492 2.8436 -1.5470
N: -1.7276 -1.7293 1.7087
C: -1.6577 -3.0473 1.6062
C: -0.5167 -3.7725 1.2009
C: 0.8074 -3.3447 1.0190
C: -2.8929 -3.8758 1.8812
H: -3.6590 -3.7117 1.1063
H: -3.3244 -3.6357 2.8629
H: -2.6173 -4.9363 1.8704
C: 1.7768 -4.3941 0.5178
H: 2.5400 -4.6303 1.2758
H: 2.2886 -4.0686 -0.4028
H: 1.2135 -5.3105 0.2977
N: 1.2578 -2.1258 1.3025
C: -2.8998 -1.0457 2.1431
C: -3.8658 -0.6061 1.2014
C: -3.7205 -0.8753 -0.2658
C: -4.9946 0.0722 1.6503
H: -5.7352 0.3920 0.9133
C: -5.1873 0.3190 3.0074
H: -6.0784 0.8490 3.3439
C: -4.2459 -0.1257 3.9351
H: -4.3938 0.0348 5.0046
C: -3.0988 -0.7986 3.5213
C: -2.0865 -1.2440 4.5319
C: 2.5262 -1.8991 1.8707
C: 3.6093 -1.4720 1.0691
C: 3.4522 -1.3346 -0.4158
C: 4.8423 -1.2369 1.6661
H: 5.6794 -0.9304 1.0345
C: 5.0096 -1.3871 3.0441
H: 5.9759 -1.1785 3.5019
C: 3.9391 -1.8088 3.8345
H: 4.0548 -1.9479 4.9105
C: 2.6960 -2.0641 3.2655
C: 1.5413 -2.5130 4.1096
Cd: -0.1081 -0.2974 0.7893
H: -3.5861 0.0587 -0.8336
H: -4.6306 -1.3539 -0.6593
H: -2.8718 -1.5288 -0.4878
H: -1.6932 -2.2442 4.3076
H: -2.5579 -1.2857 5.5225
H: -1.2352 -0.5492 4.6051
H: 4.1282 -0.5544 -0.7986
H: 2.4277 -1.0704 -0.7038
H: 3.7107 -2.2684 -0.9424
H: 0.6257 -1.9387 3.9005
H: 1.7887 -2.3879 5.1726
H: 1.3035 -3.5773 3.9555
H: -0.6850 -4.8331 1.0368
C: -0.3324 -0.1349 -1.3739
Si: -0.4876 -1.5488 -2.5775
H: -1.2158 0.5222 -1.4583
H: 0.5404 0.4794 -1.6718
C: -1.6677 -0.9399 -3.9114
C: -1.1693 -3.2115 -2.0287
C: 1.2277 -1.9071 -3.2566
H: 1.8140 -0.9854 -3.3620
H: 1.1270 -2.3700 -4.2472
H: 1.7930 -2.5987 -2.6160
H: -2.5942 -0.5574 -3.4592
H: -1.9230 -1.7699 -4.5844
H: -1.2051 -0.1248 -4.4850
H: -2.0194 -3.1577 -1.3424
H: -0.4135 -3.8441 -1.5496
H: -1.5202 -3.7399 -2.9267
C: 0.4095 1.0707 2.3780
H: -0.3483 1.8621 2.4300
H: 1.3959 1.5030 2.1697
H: 0.4430 0.5123 3.3210


# 5
# C6H9IS

C6H9IS as an isolated structure at a distorted geometry (ωB97M-V/def2-TZVPD, OMol25).

For the energy above the lowest of the compared OMol25 structures with the same formula, charge and spin, the calculation gives 47.9 kcal/mol. For the HOMO energy, the calculation gives -8.59 eV. The spin multiplicity is 1. The calculation puts the gap between HOMO and LUMO at 8.94 eV. As for the molar mass: 240.11 g mol⁻¹. The total energy comes out at -25300.6190 eV.

Positions of all 17 atoms, in Å:
C: -0.9617 1.2930 1.1689
C: -1.1110 1.2695 2.3612
C: -0.6627 1.4772 -0.2155
C: 0.3702 -1.3580 -0.3994
C: 0.7717 1.9677 -0.3059
C: -0.2309 -2.7092 -0.5819
S: -0.7736 -0.1466 -1.2240
I: 2.3226 -1.2126 -1.5032
H: 0.4793 -1.2106 0.6510
H: -0.8911 1.3147 3.4152
H: -1.3601 2.0329 -0.9125
H: 0.9192 2.4847 -1.2676
H: 1.3183 1.1477 0.0812
H: 0.9409 2.7640 0.2952
H: -0.6686 -3.0421 -1.4900
H: -0.9976 -2.6950 0.1092
H: 0.5351 -3.3773 -0.1819


# 6
# C5H10IN2

A 2-piece molecular cluster, C5H10IN2 overall at a distorted geometry (ωB97M-V/def2-TZVPD, OMol25).

For the energy above the lowest of the compared OMol25 structures with the same formula, charge and spin, the calculation gives 114.5 kcal/mol. For the HOMO energy (alpha / beta), the calculation gives -10.78 / -12.92 eV. The spin multiplicity is 1. The calculation puts the gap between HOMO and LUMO (alpha / beta) at 4.99 / 8.41 eV. The total charge is +1. As for the molar mass: 225.05 g mol⁻¹. The total energy comes out at -16416.3487 eV.

Positions of all 18 atoms, in Å:
C: -1.7201 -0.6125 -1.3915
C: 0.5866 -0.0343 -1.8114
C: -2.6756 0.3200 -2.0986
C: 1.3151 -0.5874 2.8210
C: 0.7933 0.5668 2.0946
N: -0.3941 -0.7110 -1.6248
N: 1.8418 0.0337 -2.1549
I: -1.1301 0.7700 1.6673
H: -2.2161 -1.5096 -0.9755
H: -1.9622 1.0381 -2.5838
H: -3.4711 0.7576 -1.4444
H: -3.1764 -0.2513 -2.8609
H: 1.8235 -0.2717 3.6174
H: 0.5913 -1.3021 3.0453
H: 2.1060 -1.0972 2.2023
H: 1.5146 1.2115 1.5568
H: 2.4720 0.8485 -1.9859
H: 2.0886 -0.3805 -3.1019


# 7
# C4H8INO2

A 3-piece molecular cluster, C4H8INO2 overall at a distorted geometry (ωB97M-V/def2-TZVPD, OMol25).

For the energy above the lowest of the compared OMol25 structures with the same formula, charge and spin, the calculation gives 54.5 kcal/mol. For the HOMO energy, the calculation gives -9.14 eV. The spin multiplicity is 1. The SMILES is C=C(C)I.N=C=O.O. The calculation puts the gap between HOMO and LUMO at 9.58 eV. As for the molar mass: 229.02 g mol⁻¹. The total energy comes out at -17961.6766 eV.

Positions of all 16 atoms, in Å:
C: 0.0467 2.2317 0.4891
C: 0.8826 -1.1876 1.8769
C: -0.2666 -1.6817 -0.3571
C: 0.7585 -1.3138 0.4152
N: -1.0921 1.8480 0.4393
O: 1.1078 2.5977 0.5257
O: -1.3771 1.1866 -3.5018
I: 2.6867 -0.8187 -0.4310
H: 1.1900 -0.1502 2.1428
H: -0.0444 -1.4597 2.3159
H: 1.6306 -1.9983 2.2349
H: -1.0617 -1.9445 0.3854
H: -0.4413 1.6870 -3.1909
H: -0.3199 -1.8698 -1.4911
H: -1.5568 1.3261 1.1626
H: -2.1430 1.5471 -3.0160


# 8
# C7H17N2O3SSi

C7H17N2O3SSi as an isolated structure at a distorted geometry (ωB97M-V/def2-TZVPD, OMol25).

The expectation value of S² is 2.013. For the HOMO energy (alpha / beta), the calculation gives -10.45 / -13.10 eV. The spin multiplicity is 3. The calculation puts the gap between HOMO and LUMO (alpha / beta) at 7.99 / 7.53 eV. The total charge is +1. As for the molar mass: 237.38 g mol⁻¹. The total energy comes out at -35361.6184 eV.

Positions of all 31 atoms, in Å:
C: 2.4563 0.1686 0.8302
C: 3.5769 0.7518 1.5873
C: -0.0572 -2.7864 1.8906
C: -3.1613 1.0209 -0.2377
C: 0.1278 2.7132 0.1087
C: -0.1925 -0.3885 -3.6538
C: 0.1411 -1.0269 0.3156
N: 1.4334 -0.2796 1.3924
N: -0.6009 -1.5125 1.4352
O: -2.0453 0.1256 -0.1046
O: 0.1103 1.6111 -0.8502
O: -0.3504 -0.5465 -2.2639
Si: -0.6046 0.1737 -0.8922
S: 4.9966 1.0482 0.9575
H: 2.4642 0.0634 -0.3133
H: 3.2746 0.8942 2.5524
H: -0.8034 -3.2546 2.6247
H: 0.1210 -3.4340 1.0055
H: 0.8687 -2.6520 2.4105
H: -4.0978 0.5522 -0.6283
H: -2.9048 1.8590 -0.9902
H: -3.3231 1.4768 0.7402
H: -0.7659 2.5145 0.6744
H: 0.1548 3.6598 -0.3907
H: 1.0991 2.5559 0.7858
H: 0.4602 0.4436 -3.7105
H: -1.1274 -0.1595 -4.3620
H: 0.3129 -1.2619 -4.0490
H: 0.5543 -1.9423 -0.2180
H: -1.6346 -1.6309 1.2465
H: -0.4830 -0.7568 2.1066